# C11H40BN4O6P2S4

A 5-piece molecular cluster, C11H40BN4O6P2S4 overall (ωB97M-V/def2-TZVPD, the OMol25 dataset).

Values from the calculation:
Frontier orbital gap ... 5.0 eV
Charge ... -1

Element x y z (Å)
C  1.43  -0.05  -0.38
P  1.29  -1.19  -1.83
O  0.95  -0.01  -2.99
B  -0.46  -2.04  -1.41
C  -1.68  -1.02  -1.74
C  -3.10  -1.35  -1.30
N  -3.84  -0.08  -1.19
N  -3.19  -1.98  0.02
N  -3.66  -2.31  -2.25
P  -0.44  -3.77  -2.32
N  -1.71  -4.68  -1.45
O  -1.35  -3.51  -3.74
H  1.89  -0.61  0.44
H  0.48  0.35  -0.02
H  2.09  0.78  -0.64
H  1.68  -0.04  -3.62
H  -0.39  -2.31  -0.21
H  -1.43  -0.05  -1.30
H  -1.70  -0.85  -2.83
H  -4.84  -0.26  -1.25
H  -3.59  0.50  -1.98
H  -3.81  -1.46  0.63
H  -3.41  -2.96  -0.02
H  -4.65  -2.46  -2.07
H  -3.53  -2.04  -3.22
H  -1.26  -5.15  -0.66
H  -2.03  -5.43  -2.06
H  -0.91  -4.02  -4.43
C  4.66  0.93  1.37
S  5.63  1.07  -0.13
O  4.86  0.33  -1.16
C  6.96  -0.03  0.39
H  3.74  1.50  1.20
H  4.41  -0.12  1.53
H  5.21  1.35  2.22
H  6.53  -1.00  0.62
H  7.48  0.40  1.25
H  7.64  -0.12  -0.45
C  -3.08  1.71  3.38
S  -3.13  0.13  2.53
O  -2.93  -0.87  3.62
C  -1.58  0.25  1.64
H  -3.99  1.78  3.97
H  -2.20  1.73  4.01
H  -3.07  2.54  2.66
H  -0.77  0.40  2.36
H  -1.65  1.07  0.92
H  -1.47  -0.69  1.11
C  4.73  -2.85  -4.79
S  4.69  -1.31  -3.85
O  3.52  -0.56  -4.39
C  6.11  -0.55  -4.66
H  3.89  -3.43  -4.44
H  4.62  -2.62  -5.85
H  5.66  -3.38  -4.59
H  5.90  -0.48  -5.73
H  7.01  -1.12  -4.47
H  6.19  0.45  -4.24
C  -4.23  3.91  6.27
S  -5.33  4.93  5.29
O  -5.01  4.67  3.87
C  -4.55  6.50  5.70
H  -4.53  2.87  6.11
H  -3.21  4.06  5.92
H  -4.33  4.16  7.33
H  -3.50  6.46  5.40
H  -4.65  6.70  6.77
H  -5.07  7.27  5.14

Here are the Löwdin charges for atoms 1 to 6, given in e:
1. C -0.3297
2. P 0.8089
3. O -0.3762
4. B -0.8973
5. C -0.2132
6. C -0.6883